Record 1
{
  "formula": "C20H31Cl18F4N3P",
  "method": "ωB97M-V with the def2-TZVPD basis set",
  "elements": ["C", "C", "C", "C", "C", "N", "C", "C", "C", "C", "Cl", "C", "P", "N", "C", "C", "C", "C", "Cl", "N", "C", "F", "F", "C", "F", "F", "H", "H", "H", "H", "H", "H", "H", "H", "H", "H", "H", "H", "H", "H", "H", "H", "H", "H", "H", "H", "H", "H", "H", "H", "H", "H", "H", "H", "H", "H", "H", "C", "Cl", "Cl", "Cl", "Cl", "C", "Cl", "Cl", "Cl", "Cl", "C", "Cl", "Cl", "Cl", "Cl", "C", "Cl", "Cl", "Cl", "Cl"],
  "positions_angstrom": [[1.482, 0.305, 3.712], [1.719, -0.168, 2.191], [2.239, -1.697, 2.305], [0.399, -0.233, 1.311], [-0.158, 1.185, 0.761], [0.877, 2.197, 0.936], [-0.281, 0.879, -0.829], [-0.643, 2.022, -1.867], [0.298, 3.307, -1.930], [-0.545, 4.578, -1.460], [0.704, 3.633, -3.721], [-1.581, -0.075, -0.844], [-2.580, -0.338, -2.425], [-3.012, -1.892, -2.490], [-2.476, 0.447, 0.427], [-3.963, 0.972, 0.119], [-5.015, -0.239, -0.040], [-5.819, -0.558, 1.291], [-5.053, -1.953, 2.240], [-1.578, 1.453, 1.127], [-1.970, 1.857, 2.496], [-0.937, 2.245, 3.325], [-2.784, 3.006, 2.341], [-2.853, 0.819, 3.316], [-2.111, -0.299, 3.744], [-3.211, 1.492, 4.506], [1.665, 1.419, 3.772], [0.445, -0.015, 4.030], [2.224, -0.250, 4.363], [2.588, 0.382, 1.695], [1.423, -2.376, 2.695], [3.174, -1.753, 2.955], [2.539, -2.070, 1.272], [0.619, -0.980, 0.473], [-0.403, -0.738, 1.950], [1.734, 1.967, 0.424], [1.057, 2.478, 1.898], [0.721, 0.458, -1.132], [-1.715, 2.391, -1.774], [-0.562, 1.559, -2.909], [1.296, 3.201, -1.422], [-0.988, 4.468, -0.424], [0.025, 5.558, -1.575], [-1.416, 4.659, -2.198], [-1.353, -1.159, -0.554], [-1.747, -0.121, -3.584], [-3.713, 0.519, -2.575], [-4.041, -1.969, -2.515], [-2.677, -0.537, 0.947], [-4.371, 1.606, 0.982], [-4.000, 1.668, -0.785], [-5.705, -0.067, -0.934], [-4.375, -1.144, -0.336], [-5.799, 0.332, 2.003], [-6.884, -0.840, 1.017], [-1.778, 2.326, 0.582], [-3.824, 0.517, 2.835], [-0.063, 1.108, -6.572], [0.017, 2.750, -7.238], [-1.371, 1.021, -5.367], [-0.387, -0.048, -7.877], [1.481, 0.707, -5.793], [2.787, -5.498, 1.367], [3.251, -7.164, 0.978], [1.186, -5.156, 0.679], [2.730, -5.297, 3.130], [3.977, -4.367, 0.683], [7.600, -7.222, 0.878], [6.396, -5.989, 0.450], [7.068, -8.084, 2.336], [7.770, -8.374, -0.461], [9.164, -6.441, 1.189], [4.620, 2.725, -2.021], [3.486, 1.488, -1.430], [4.755, 2.597, -3.783], [4.013, 4.333, -1.581], [6.213, 2.475, -1.284]],
  "lowdin_charge": [-0.066, -0.366, -0.121, -0.087, -0.363, 0.123, -0.187, -0.210, -0.646, -0.137, 0.540, -0.272, 0.759, -0.307, -0.191, -0.159, -0.248, -0.511, 0.528, 0.113, -0.308, 0.144, 0.102, -0.181, 0.050, 0.063, 0.072, 0.074, 0.086, 0.128, 0.079, 0.093, 0.039, 0.128, 0.126, 0.035, 0.086, 0.139, 0.113, 0.037, 0.021, 0.069, 0.091, 0.085, 0.124, -0.085, 0.023, -0.035, 0.141, 0.110, 0.105, 0.128, 0.081, 0.073, 0.093, 0.192, 0.120, -2.002, 0.532, 0.536, 0.550, 0.512, -1.999, 0.530, 0.517, 0.534, 0.485, -2.018, 0.455, 0.518, 0.523, 0.522, -2.007, 0.542, 0.542, 0.543, 0.550],
  "orbital_gap_ha": 0.3299,
  "mol_weight_g_mol": 1058.6,
  "total_charge": 1
}

Record 2
{
  "formula": "C20H31ClN4P2",
  "method": "ωB97M-V with the def2-TZVPD basis set",
  "elements": ["C", "C", "P", "C", "C", "P", "Cl", "H", "H", "H", "H", "H", "H", "H", "H", "H", "H", "H", "N", "C", "C", "C", "C", "H", "H", "H", "H", "H", "N", "C", "C", "C", "C", "H", "H", "H", "H", "H", "N", "C", "C", "C", "C", "H", "H", "H", "H", "H", "N", "C", "C", "C", "C", "H", "H", "H", "H", "H"],
  "positions_angstrom": [[3.956, 1.722, -1.285], [2.692, 1.686, -2.378], [1.140, 2.255, -1.422], [-0.159, 0.872, -1.214], [0.056, -0.440, -2.174], [0.291, 4.105, -2.203], [-0.215, 5.271, -0.449], [3.566, 1.138, -0.334], [4.091, 2.873, -1.013], [4.940, 1.250, -1.708], [2.575, 0.638, -2.886], [3.011, 2.450, -3.238], [-0.092, 0.501, -0.082], [-1.284, 1.228, -1.376], [-0.759, -1.242, -1.830], [1.097, -0.981, -2.037], [-0.183, -0.243, -3.325], [-0.943, 3.872, -2.911], [-0.169, 1.305, 4.020], [0.405, 0.783, 2.890], [0.458, -0.586, 3.032], [-0.110, -0.901, 4.290], [-0.491, 0.285, 4.877], [-0.330, 2.288, 4.194], [0.727, 1.429, 2.084], [0.860, -1.282, 2.308], [-0.228, -1.887, 4.721], [-0.961, 0.490, 5.830], [5.367, 6.010, -5.379], [4.989, 4.918, -6.116], [3.937, 4.310, -5.468], [3.667, 5.065, -4.302], [4.563, 6.111, -4.273], [6.120, 6.642, -5.614], [5.501, 4.666, -7.035], [3.419, 3.419, -5.799], [2.901, 4.868, -3.563], [4.697, 6.915, -3.562], [-3.449, -4.948, 4.394], [-3.668, -5.696, 5.522], [-2.932, -5.145, 6.547], [-2.249, -4.023, 6.020], [-2.589, -3.923, 4.690], [-3.859, -5.125, 3.486], [-4.327, -6.554, 5.498], [-2.892, -5.512, 7.565], [-1.581, -3.359, 6.554], [-2.292, -3.213, 3.929], [-4.392, -3.629, -1.974], [-4.611, -4.376, -0.846], [-3.875, -3.826, 0.179], [-3.192, -2.704, -0.348], [-3.532, -2.604, -1.678], [-4.802, -3.806, -2.882], [-5.270, -5.234, -0.870], [-3.835, -4.192, 1.197], [-2.524, -2.039, 0.186], [-3.235, -1.893, -2.439]],
  "lowdin_charge": [-0.200, -0.464, 0.613, -0.479, -0.204, 0.242, -0.040, 0.065, 0.083, 0.076, 0.068, 0.063, 0.060, 0.092, 0.060, 0.076, 0.090, -0.136, 0.002, -0.149, -0.118, -0.118, -0.136, 0.150, 0.093, 0.090, 0.078, 0.107, -0.004, -0.144, -0.123, -0.129, -0.137, 0.148, 0.104, 0.089, 0.035, 0.107, -0.001, -0.144, -0.117, -0.118, -0.144, 0.133, 0.104, 0.090, 0.087, 0.097, -0.001, -0.140, -0.112, -0.115, -0.148, 0.149, 0.106, 0.073, 0.089, 0.101],
  "orbital_gap_ha": 0.3029,
  "mol_weight_g_mol": 424.9,
  "smiles": "CCP(CC)#[PH]Cl.c1cc[nH]c1.c1cc[nH]c1.c1cc[nH]c1.c1cc[nH]c1"
}

Record 3
{
  "formula": "C20H31ClNO4",
  "method": "ωB97M-V with the def2-TZVPD basis set",
  "elements": ["C", "C", "C", "C", "C", "C", "C", "C", "C", "C", "C", "Cl", "O", "C", "C", "N", "O", "C", "O", "C", "C", "C", "C", "C", "C", "H", "H", "H", "H", "H", "H", "H", "H", "H", "H", "H", "H", "H", "H", "H", "H", "H", "H", "H", "H", "H", "H", "H", "H", "H", "H", "H", "H", "H", "H", "O", "H"],
  "positions_angstrom": [[-0.637, -3.103, -0.423], [-2.185, -3.051, -0.678], [-3.034, -4.066, 0.177], [-2.787, -2.160, -1.564], [-3.907, -1.147, -1.049], [-3.628, 0.258, -1.724], [-3.529, 1.476, -0.725], [-4.517, 1.386, 0.513], [-2.028, 1.818, -0.291], [-1.370, 0.619, 0.486], [0.201, 0.729, 0.661], [0.557, -0.042, 2.315], [0.912, -0.057, -0.267], [0.482, 0.156, -1.633], [1.709, -0.276, -2.552], [1.517, -1.622, -3.162], [0.658, 2.068, 0.752], [2.020, 2.205, 0.396], [2.260, 2.877, -0.576], [3.220, 1.596, 1.161], [3.700, 0.214, 1.007], [4.876, -0.301, 1.729], [5.629, 0.551, 2.649], [5.167, 1.944, 2.826], [3.989, 2.447, 2.100], [-0.383, -2.811, 0.636], [-0.324, -4.190, -0.535], [-0.043, -2.520, -1.167], [-4.052, -3.672, 0.430], [-2.518, -4.348, 1.138], [-3.162, -5.005, -0.430], [-2.453, -2.129, -2.635], [-3.823, -1.159, 0.064], [-4.938, -1.504, -1.352], [-2.664, 0.180, -2.312], [-4.417, 0.474, -2.504], [-3.863, 2.389, -1.307], [-4.052, 0.737, 1.305], [-5.443, 0.855, 0.168], [-4.814, 2.392, 0.898], [-1.498, 2.053, -1.257], [-2.052, 2.782, 0.286], [-1.808, 0.631, 1.525], [-1.587, -0.395, 0.066], [0.403, 1.276, -1.776], [-0.466, -0.377, -1.908], [2.684, -0.193, -1.992], [1.755, 0.488, -3.375], [2.113, -2.293, -2.673], [1.920, -1.545, -4.104], [3.210, -0.494, 0.304], [5.190, -1.361, 1.542], [6.526, 0.121, 3.144], [5.781, 2.589, 3.519], [3.739, 3.523, 2.284], [6.081, 4.073, 4.833], [5.685, 4.915, 5.054]],
  "lowdin_charge": [-0.067, -0.314, -0.073, -0.097, -0.195, -0.174, -0.352, -0.081, -0.146, -0.141, -0.760, 0.681, -0.173, -0.157, -0.211, -0.021, -0.003, -0.374, 0.140, -0.125, -0.074, -0.098, -0.071, -0.040, 0.002, 0.089, 0.079, 0.046, 0.072, 0.074, 0.083, 0.112, 0.095, 0.105, 0.096, 0.114, 0.127, 0.070, 0.077, 0.078, 0.107, 0.127, 0.101, 0.102, 0.121, 0.105, 0.118, 0.117, 0.064, 0.061, 0.076, 0.085, 0.090, 0.048, 0.116, -0.619, -0.215],
  "orbital_gap_ha": 0.1780,
  "mol_weight_g_mol": 384.9,
  "total_charge": -1
}